Entry 1:
Here is 2 unconnected molecules or ions with the total composition C2HBrO from the Open Molecules 2025 dataset. Energies are from ωB97M-V with the def2-TZVPD basis set.

Each line ends with the natural charge from an NBO analysis.
Cartesian coordinates (Å):
C 0.8503 -0.6509 2.3315  0.50
C -0.8789 0.4586 -1.0864  -0.24
O 0.9373 0.4484 2.0979  -0.50
Br -1.0543 -1.1726 -1.9055  0.13
H 0.1456 0.9164 -1.4375  0.11

**DFT total energy**: -74175.8416 eV
**LUMO energy**: -1.154 eV
**Energy above the lowest of the compared OMol25 structures with the same formula, charge and spin**: 2.8651 eV



Entry 2:
Here is a molecular structure, C54H64N3O3P2SSiSn from the Open Molecules 2025 dataset. Energies are from ωB97M-V with the def2-TZVPD basis set.

Each line ends with the Löwdin charge.
Cartesian coordinates (Å):
Sn 0.0940 0.5200 0.5868  1.27
C -0.8826 -0.5098 -2.9436  -0.29
P 0.9212 -0.7653 -2.4976  1.01
C 1.6886 -0.5306 -4.1417  -0.38
C 2.8114 -1.2849 -4.4859  -0.12
C 3.4636 -1.0652 -5.6887  -0.08
C 3.0040 -0.0913 -6.5650  -0.08
C 1.8901 0.6636 -6.2322  -0.08
C 1.2388 0.4495 -5.0252  -0.10
C 1.0268 -2.5744 -2.2896  -0.39
C 0.3515 -3.4747 -3.1129  -0.08
C 0.4800 -4.8391 -2.9088  -0.06
C 1.2971 -5.3169 -1.8903  -0.07
C 1.9853 -4.4282 -1.0785  -0.08
C 1.8427 -3.0597 -1.2704  -0.12
C -1.7755 -1.2484 -2.0208  -0.34
C -2.8693 -2.1131 -2.3895  0.00
C -3.3815 -2.5892 -1.2254  0.00
C -2.5705 -2.0266 -0.1762  -0.36
C -2.6769 -2.2757 1.2668  -0.27
P -1.4696 -3.6412 1.7504  1.11
C -0.0452 -2.6652 2.3679  -0.41
C -0.1361 -1.4829 3.1156  -0.15
C 1.0008 -0.9095 3.6718  -0.09
C 2.2413 -1.5139 3.4981  -0.09
C 2.3425 -2.6863 2.7591  -0.08
C 1.2059 -3.2488 2.1882  -0.11
C -2.2421 -4.1575 3.3383  -0.38
C -1.4665 -4.3323 4.4835  -0.09
C -2.0334 -4.8160 5.6542  -0.07
C -3.3821 -5.1360 5.6988  -0.08
C -4.1579 -4.9905 4.5581  -0.08
C -3.5894 -4.5148 3.3861  -0.11
N -1.6170 -1.2107 -0.6830  0.01
H -1.0802 -0.7863 -3.9791  0.09
H -1.0662 0.5658 -2.8443  0.08
H 3.1645 -2.0607 -3.8169  0.09
H 4.3312 -1.6595 -5.9459  0.11
H 3.5110 0.0761 -7.5060  0.11
H 1.5233 1.4197 -6.9141  0.11
H 0.3757 1.0560 -4.7768  0.10
H -0.2588 -3.1144 -3.9336  0.11
H -0.0499 -5.5318 -3.5497  0.11
H 1.3954 -6.3829 -1.7319  0.11
H 2.6312 -4.8018 -0.2938  0.10
H 2.3691 -2.3586 -0.6293  0.01
H -3.2092 -2.3027 -3.3955  0.12
H -4.2167 -3.2580 -1.0886  0.12
H -3.6735 -2.6016 1.5524  0.08
H -2.4205 -1.3721 1.8176  0.05
H -1.1009 -1.0322 3.3202  0.10
H 0.9133 0.0017 4.2504  0.11
H 3.1274 -1.0758 3.9400  0.11
H 3.3068 -3.1579 2.6246  0.10
H 1.2833 -4.1672 1.6171  0.09
H -0.4111 -4.0869 4.4717  0.10
H -1.4167 -4.9419 6.5346  0.11
H -3.8251 -5.5027 6.6151  0.11
H -5.2071 -5.2546 4.5783  0.11
H -4.2078 -4.4452 2.4983  0.10
C -3.3548 1.1333 0.8194  -0.17
N -2.0022 1.2741 1.3743  -0.11
C -1.8874 2.0097 2.4344  -0.08
C -0.6165 2.3531 2.9356  -0.36
C -0.2206 3.0988 4.0445  -0.01
C 1.1784 3.1612 3.9934  -0.06
C 1.5627 2.4553 2.8557  -0.16
N 0.4805 1.9694 2.2116  -0.16
C -3.7911 2.3709 0.0676  -0.22
C -2.9700 2.9260 -0.9107  -0.05
C -3.3662 4.0546 -1.6086  -0.07
C -4.5954 4.6434 -1.3377  -0.08
C -5.4207 4.0956 -0.3688  -0.07
C -5.0173 2.9653 0.3324  -0.04
H -4.0703 0.9205 1.6188  0.12
H -3.3633 0.2905 0.1373  0.09
H -2.7728 2.3953 2.9422  0.15
H -0.8743 3.5408 4.7804  0.11
H 1.8355 3.6603 4.6862  0.10
H 2.5602 2.2936 2.4741  0.08
H -2.0065 2.4722 -1.1231  0.09
H -2.7181 4.4790 -2.3646  0.11
H -4.9040 5.5281 -1.8783  0.11
H -6.3796 4.5480 -0.1530  0.11
H -5.6656 2.5423 1.0915  0.11
C 5.9001 -2.4462 -2.7309  -0.02
C 6.0710 -1.1373 -1.9775  -0.61
C 7.5154 -0.6599 -2.0282  -0.01
C 5.1227 -0.0729 -2.5173  -0.03
O 5.7242 -1.4306 -0.6064  -0.14
Si 5.2951 -0.4873 0.6314  -0.08
S 3.1341 -0.2476 0.5121  0.48
O 6.0366 0.9418 0.4781  -0.14
C 5.9499 2.2100 1.1549  -0.63
C 7.3255 2.8438 1.0220  -0.02
C 5.5983 1.9951 2.6227  -0.03
C 4.9011 3.0631 0.4554  -0.03
O 5.5243 -1.2244 2.0486  -0.15
C 6.6367 -2.0065 2.5465  -0.62
C 6.4681 -2.0447 4.0567  -0.02
C 7.9493 -1.3286 2.1716  -0.01
C 6.5544 -3.4060 1.9538  -0.02
H 6.1336 -2.3074 -3.7874  0.09
H 4.8715 -2.8025 -2.6389  0.07
H 6.5665 -3.2071 -2.3230  0.09
H 7.8018 -0.4357 -3.0566  0.10
H 8.1823 -1.4345 -1.6455  0.09
H 7.6378 0.2402 -1.4253  0.08
H 5.3063 0.1000 -3.5782  0.10
H 5.2645 0.8697 -1.9844  0.08
H 4.0846 -0.3932 -2.3963  0.05
H 8.0755 2.2378 1.5320  0.09
H 7.3254 3.8425 1.4607  0.09
H 7.6021 2.9252 -0.0297  0.09
H 6.3841 1.4296 3.1254  0.08
H 4.6637 1.4370 2.7227  0.06
H 5.4850 2.9559 3.1265  0.10
H 5.1667 3.1983 -0.5941  0.09
H 4.8413 4.0447 0.9268  0.09
H 3.9192 2.5897 0.5053  0.04
H 6.3703 -1.0323 4.4508  0.09
H 7.3380 -2.5148 4.5171  0.09
H 5.5815 -2.6168 4.3359  0.08
H 8.0230 -0.3461 2.6413  0.08
H 8.0282 -1.2019 1.0894  0.08
H 8.7906 -1.9359 2.5058  0.10
H 5.6093 -3.8777 2.2292  0.08
H 7.3700 -4.0205 2.3364  0.10
H 6.6200 -3.3667 0.8662  0.08

**DFT total energy**: -110770.6098 eV
**LUMO energy (alpha / beta)**: -4.665 / -4.150 eV
**Charge**: +1



Entry 3:
Here is a molecular structure, C38H53N9O8PtS2 from the Open Molecules 2025 dataset. Energies are from ωB97M-V with the def2-TZVPD basis set.

Each line ends with the Mulliken spin population.
Cartesian coordinates (Å):
Pt 1.2856 -0.9323 -1.0671  0.45
C 3.0617 -1.7608 1.7839  0.00
N 3.5141 -2.5275 0.6185  0.00
C 3.5494 -3.9515 0.8822  0.00
C 3.9175 -1.9296 -0.4861  0.00
N 3.2864 -0.8055 -0.9075  0.07
C 3.8587 0.4605 -0.9412  0.11
C 5.1871 0.8581 -1.1086  -0.07
C 5.5452 2.1936 -0.9490  0.12
C 4.5127 3.1535 -0.6137  -0.04
C 3.1825 2.7469 -0.3868  0.02
C 2.7781 1.4965 -0.7376  0.07
N 1.4791 0.9841 -0.9667  0.42
C 0.4478 1.7990 -1.3859  0.45
N 0.0151 1.8955 -2.6822  0.15
C -1.3186 2.2715 -2.8570  0.04
C 0.5701 1.0674 -3.8050  -0.03
N -0.0945 2.7065 -0.5106  0.10
C -0.1940 4.1253 -0.5949  0.06
C -0.1331 2.2608 0.8427  0.04
N 4.8985 -2.4681 -1.2233  0.01
C 5.8939 -3.2933 -0.5924  0.00
C 5.1360 -2.2430 -2.6501  0.00
H 2.0067 -2.0792 2.0392  0.00
H 3.1758 -0.6882 1.5364  0.00
H 3.6105 -2.1065 2.6255  0.00
H 2.7334 -4.1589 1.5482  0.00
H 4.4910 -4.3012 1.2393  0.00
H 3.2346 -4.4478 -0.0824  0.00
H 6.0141 0.1935 -1.3300  -0.01
H 6.5996 2.4366 -1.1113  0.01
H 4.7238 4.2028 -0.4176  0.00
H 2.4500 3.5334 -0.1244  0.01
H -1.8825 2.5222 -1.8917  -0.01
H -1.9144 1.3399 -3.0990  0.00
H -1.5296 3.0759 -3.6486  0.00
H 1.5234 0.6266 -3.4866  0.00
H 0.8305 1.7211 -4.6141  0.01
H -0.1860 0.2807 -4.0910  0.01
H -0.1825 4.5559 -1.5940  0.01
H 0.6580 4.5266 0.0094  -0.01
H -1.1358 4.4123 -0.1347  0.00
H -0.3190 1.1653 0.9992  -0.02
H -0.9495 2.8187 1.3256  0.01
H 0.8518 2.5567 1.3150  0.01
H 5.9365 -3.2900 0.5116  0.00
H 6.8580 -3.0458 -0.9966  0.00
H 5.7272 -4.3155 -0.8891  0.00
H 4.3769 -1.6331 -3.2098  0.00
H 5.0682 -3.2250 -3.1778  0.00
H 6.1346 -1.8499 -2.7990  0.00
C -8.2090 3.4895 -1.6726  0.00
C -7.5917 2.8036 -0.4782  0.00
C -6.4129 3.3324 0.0374  0.00
C -5.6083 2.5812 0.8978  0.00
C -6.1674 1.4188 1.4511  0.00
C -7.4034 0.9550 1.0799  0.00
C -8.1564 1.6561 0.1643  0.00
S -5.2100 0.4675 2.5697  0.00
O -5.9468 -0.6973 2.8810  0.00
O -4.6693 1.2670 3.6468  0.00
N -3.8612 0.0029 1.6208  0.00
C -3.7292 -1.2593 0.8794  0.00
C -2.8048 -1.0210 -0.3656  0.01
C -1.3869 -1.1064 -0.0683  -0.01
O -0.7261 -0.7341 -1.1641  0.00
O -0.8455 -1.4372 1.0075  0.00
H -8.8247 4.3091 -1.4717  0.00
H -8.8268 2.7738 -2.2426  0.00
H -7.4517 3.8680 -2.3419  0.00
H -6.0334 4.2454 -0.3809  0.00
H -4.6252 2.8566 1.2132  0.00
H -7.9169 0.1297 1.5414  0.00
H -9.1736 1.3949 -0.0349  0.00
H -3.0493 0.2875 2.0709  0.00
H -4.7527 -1.5603 0.6752  0.00
H -3.2452 -2.1085 1.4329  0.00
H -3.0660 -0.0318 -0.7814  0.00
H -3.0353 -1.8057 -1.0794  0.00
S 1.5991 0.8738 4.7791  0.00
C 1.5080 2.5674 5.0437  0.00
N 0.5556 3.0438 5.9189  0.00
C 0.5744 4.3167 6.6168  0.00
C 2.0220 4.8762 6.4832  0.00
C 2.5499 4.8212 5.0477  0.00
N 2.3522 3.4743 4.5407  0.00
H -0.1025 2.3039 6.2284  0.00
H 0.2668 4.2296 7.6235  0.00
H -0.2226 4.9100 6.1416  0.00
H 2.7312 4.2820 7.1264  0.00
H 2.1560 5.8426 6.8551  0.00
H 3.6759 5.0159 5.0443  0.00
H 2.1108 5.6045 4.4445  0.00
H 2.9288 3.1230 3.7272  0.00
O 0.9896 -2.8642 -1.4038  -0.01
C 1.3704 -3.3207 -2.5555  0.02
O 2.2448 -2.7287 -3.2447  0.00
C 0.6019 -4.4964 -3.0168  0.00
C 0.7442 -4.9719 -4.3049  0.00
C 0.1806 -6.2024 -4.6488  0.00
C -0.5855 -6.9167 -3.7221  0.00
O -1.3808 -8.0248 -3.8389  0.00
C -2.2557 -8.0141 -2.7060  0.00
O -1.7494 -7.0426 -1.7624  0.00
C -0.8083 -6.3265 -2.4602  0.00
C -0.1786 -5.1614 -2.0381  0.00
H 1.1567 -4.2998 -5.0621  0.00
H 0.3392 -6.5632 -5.7591  0.00
H -2.2226 -9.0171 -2.2260  0.00
H -3.2347 -7.6592 -2.9500  0.00
H -0.4727 -4.6869 -1.1230  0.00

**DFT total energy**: -94968.6723 eV
**LUMO energy (alpha / beta)**: 0.398 / -1.528 eV
**<S²>**: 2.022
**Spin multiplicity**: 3